<one>
The following is a DFT calculation (ωB97M-V/def2-TZVPD) of the molecule C5H10N2S.

```
! wB97M-V def2-TZVPD RIJCOSX def2/J DEFGRID3
* xyz 0 1
C -0.28 -1.54 1.39
C -0.29 -0.79 0.08
C 0.14 -1.47 -1.25
C 0.72 0.31 -0.24
C 0.35 1.74 -0.17
H -0.69 -0.92 2.21
H -0.92 -2.44 1.30
H 0.68 -1.99 1.63
H -1.32 -0.43 -0.09
H 0.86 -2.30 -1.26
H -0.65 -1.87 -1.93
H 1.57 -0.25 -2.14
H 1.71 0.21 0.28
H 0.99 2.37 -0.76
H -1.91 3.67 1.51
N 0.70 -0.19 -1.66
N -0.58 2.14 0.61
S -1.09 3.75 0.49
*
```

Calculated values
SMILES ... C[C@@H]1CN[C@H]1/C=N/S



<two>
The following is a DFT calculation (ωB97M-V/def2-TZVPD) of the molecule C5H10N2S.

```
! wB97M-V def2-TZVPD RIJCOSX def2/J DEFGRID3
* xyz 0 1
C -0.58 1.71 1.03
C -0.06 1.26 -0.35
C 1.37 0.73 -0.27
C -0.12 -1.64 0.64
C -0.48 -1.50 -0.80
H -0.87 0.91 1.74
H 0.14 2.37 1.49
H -1.48 2.25 0.86
H -0.07 2.16 -1.05
H 1.49 0.23 -1.20
H 2.14 1.59 -0.23
H 2.18 0.31 1.62
H -0.76 -2.34 1.18
H 0.42 -1.64 -1.41
H -1.16 -2.30 -1.14
N 1.66 -0.13 0.88
N 0.80 -1.10 1.35
S -1.25 0.10 -1.18
*
```

Calculated values
SMILES ... C[C@H]1CNN=CCS1



<three>
The following is a DFT calculation (ωB97M-V/def2-TZVPD) of a cluster of 2 separate species, C5H10N2S in total.

```
! wB97M-V def2-TZVPD RIJCOSX def2/J DEFGRID3
* xyz 0 1
C -2.04 0.08 -0.21
C 1.82 -0.15 -0.16
C 0.08 0.39 1.63
C -0.79 -0.47 -0.50
C 0.35 0.42 0.14
N -3.13 0.46 -0.01
N -0.59 -1.74 -0.57
S 0.19 2.17 -0.39
H 2.00 -0.95 0.50
H 2.43 0.65 0.44
H 2.01 -0.27 -1.27
H -0.48 -0.48 1.93
H -0.39 1.41 1.77
H 1.12 0.40 2.17
H -0.92 0.50 -2.31
H 0.33 -2.12 -0.85
H -1.47 -2.31 -0.86
H -0.54 2.01 -1.43
*
```



<four>
The following is a DFT calculation (ωB97M-V/def2-TZVPD) of the molecule C5H10N2S.

```
! wB97M-V def2-TZVPD RIJCOSX def2/J DEFGRID3
* xyz 0 1
C 0.74 -0.43 1.72
C 1.57 0.00 -1.05
C 0.43 -0.96 -1.17
C -0.86 -0.64 -1.07
C -1.38 0.78 -0.64
H 0.08 -1.19 0.98
H 1.82 -1.00 1.99
H 0.17 -0.01 2.82
H 1.44 1.68 1.52
H 2.24 0.14 -1.88
H 0.67 -1.94 -1.76
H -1.46 -1.40 -1.69
H -0.55 1.51 -0.34
H -1.86 1.37 -1.40
H -3.43 -0.27 0.29
N 1.00 0.88 0.94
N 1.85 0.93 -0.18
S -2.47 0.56 0.91
*
```

Calculated values
SMILES ... CN/N=C\C=C/CS



In terms of stability, <two> leads; the second structure lies 9.3 kcal/mol higher.



<one>
The following is a DFT calculation (ωB97M-V/def2-TZVPD) of the molecule C5H10N2S.

```
! wB97M-V def2-TZVPD RIJCOSX def2/J DEFGRID3
* xyz 0 1
C -2.53 -0.92 0.52
C -0.27 0.52 -0.29
C -1.17 1.72 -0.37
C 1.05 0.71 -0.08
C 2.21 -0.21 -0.06
H -2.94 -1.97 0.56
H -2.21 -0.58 1.50
H -3.28 -0.21 0.18
H -1.66 1.76 -1.35
H -1.96 1.71 0.39
H -0.60 2.62 -0.17
H 1.31 1.78 0.08
H 1.00 -1.95 -0.28
H 2.69 -2.18 -0.08
H 4.07 -0.44 0.17
N 1.98 -1.56 -0.41
N 3.36 0.26 0.20
S -1.06 -1.03 -0.52
*
```

Calculated values
SMILES ... [H]/N=C(N)/C=C(/C)SC



<two>
The following is a DFT calculation (ωB97M-V/def2-TZVPD) of a structure of composition C5H10N2S.

```
! wB97M-V def2-TZVPD RIJCOSX def2/J DEFGRID3
* xyz 0 1
C 0.79 -0.22 0.66
C -0.01 -1.52 0.03
C -2.06 -0.38 -0.54
C -1.10 0.91 -0.67
C -0.39 0.81 0.67
H 2.07 1.36 -0.29
H 1.21 -0.57 1.60
H 0.72 -2.66 -0.04
H 0.08 -0.95 -1.10
H -1.44 -1.33 1.45
H -3.15 -0.03 -0.21
H -2.43 -0.95 -1.57
H -0.31 0.91 -1.36
H -1.30 2.62 0.69
H -1.09 0.29 1.46
N -1.47 -1.49 0.27
N -0.68 2.12 0.16
S 2.33 -0.04 -0.28
*
```



In terms of stability, <one> leads; the second structure lies 148.5 kcal/mol higher.



<one>
The following is a DFT calculation (ωB97M-V/def2-TZVPD) of a cluster of 2 separate species, C3H10N2O2 in total.

```
! wB97M-V def2-TZVPD RIJCOSX def2/J DEFGRID3
* xyz 0 1
C 0.56 -0.69 1.52
N 0.83 -0.37 0.24
C 0.40 -1.06 -0.97
C -0.74 -0.35 -1.65
N -1.41 -1.18 -2.70
O 1.03 -0.04 2.42
H -0.19 -1.47 1.65
H 1.28 0.51 0.02
H 0.32 -2.13 -0.74
H 1.26 -0.99 -1.67
H -1.53 -0.03 -0.93
H -0.51 0.63 -2.09
H -2.40 -1.25 -2.51
H -1.07 -2.12 -2.50
H 0.83 2.75 3.28
H 0.42 4.14 3.65
O 0.93 3.66 2.99
*
```

Calculated values
SMILES ... NCCNC=O.O



<two>
The following is a DFT calculation (ωB97M-V/def2-TZVPD) of a cluster of 2 separate species, C3H10N2O2 in total.

```
! wB97M-V def2-TZVPD RIJCOSX def2/J DEFGRID3
* xyz 0 1
N 1.71 -0.35 -1.31
C 0.77 0.08 -0.28
C 1.00 -0.59 1.06
C -0.66 -0.26 -0.73
N -1.03 0.16 -1.97
O -1.52 -0.57 0.08
H 2.27 -1.10 -0.92
H 2.43 0.33 -1.55
H 0.66 1.16 -0.11
H 0.69 -1.63 1.13
H 0.54 -0.12 1.92
H 2.06 -0.62 1.35
H -2.00 0.33 -2.22
H -0.37 0.52 -2.63
H -2.28 0.59 1.33
H -2.04 0.82 2.84
O -2.22 1.24 2.02
*
```

Calculated values
SMILES ... C[C@@H](N)C(N)=O.O



In terms of stability, <two> leads; the second structure lies 18.5 kcal/mol higher.



<one>
The following is a DFT calculation (ωB97M-V/def2-TZVPD) of the ion C5H13N2S with charge +1.

```
! wB97M-V def2-TZVPD RIJCOSX def2/J DEFGRID3
* xyz 1 1
C -0.56 1.85 0.19
C 0.75 1.93 -0.57
C 1.07 -0.85 -0.05
C 1.25 -1.79 1.10
C -2.08 -0.18 -0.13
N 0.77 -1.37 -1.20
N -0.78 0.37 0.32
S 1.93 0.70 0.15
H -0.48 2.42 1.06
H -1.30 2.46 -0.44
H 0.52 1.80 -1.59
H 1.38 2.72 -0.35
H 1.44 -1.22 1.94
H 2.06 -2.46 0.97
H 0.23 -2.36 1.24
H -2.51 0.29 -1.09
H -2.04 -1.26 -0.24
H -2.82 -0.01 0.62
H 0.85 -2.41 -1.19
H 0.96 -0.81 -2.06
H -0.61 0.20 1.30
*
```



<two>
The following is a DFT calculation (ωB97M-V/def2-TZVPD) of the ion C5H13N2S with charge +1.

```
! wB97M-V def2-TZVPD RIJCOSX def2/J DEFGRID3
* xyz 1 1
C 0.83 1.20 -0.04
C 0.55 2.44 0.71
C 1.86 -1.90 0.00
C 0.70 -1.04 -0.69
C -2.28 -0.41 -0.09
N -2.31 -1.50 -0.99
N 0.30 0.09 0.12
S -0.94 -0.14 1.27
H 1.74 1.26 -0.74
H -0.58 2.64 0.71
H 0.66 2.31 1.84
H 1.08 3.24 0.41
H 2.69 -1.29 0.35
H 1.34 -2.40 0.84
H 2.19 -2.71 -0.60
H -0.14 -1.69 -0.64
H 1.07 -0.79 -1.69
H -3.25 -0.41 0.49
H -2.09 0.54 -0.65
H -1.79 -1.47 -1.89
H -2.24 -2.38 -0.46
*
```

Calculated values
SMILES ... C/C=[N+](/CC)SCN



In terms of stability, <one> leads; the second structure lies 7.9 kcal/mol higher.